Entry 1:
Formula: C45H50O25
Source: OMol25
Level of theory: wB97M-V/def2-TZVPD

Properties
structure (SMILES): O=C1C=C(O)C(=O)C=C1O.O=C1C=C(O)C(=O)C=C1O.O=C1C=C(O)C(=O)C=C1O.O=C1C=C(O)C(=O)C=C1O.O=C1C=C(O)C(=O)C=C1O.CC(C)=O.CC(C)=O.CC(C)=O.CC(C)=O.CC(C)=O
multiplicity: 1
electronic energy: -98637.3544 eV
highest occupied orbital energy: -8.49 eV
F_max: 12.64 eV/A

The geometry in XYZ format:
```
120
C45H50O25, DFT wB97M-V/def2-TZVPD
C -4.303 -4.722 -2.420
C -3.215 -5.310 -1.319
C -2.697 -4.445 -0.307
O -2.052 -4.918 0.464
C -3.042 -3.028 -0.439
C -3.960 -2.427 -1.498
C -4.634 -3.386 -2.340
O -5.599 -2.987 -3.077
O -4.190 -1.094 -1.635
O -2.805 -6.673 -1.323
H -4.846 -5.459 -3.189
H -2.362 -2.323 0.374
H -3.629 -0.547 -1.205
H -1.951 -6.640 -0.749
C -1.737 -2.122 4.197
C -3.092 -2.655 3.696
C -3.509 -4.034 3.859
O -4.627 -4.410 3.537
C -2.572 -4.938 4.546
C -1.098 -4.394 4.902
C -0.829 -2.994 4.813
O 0.294 -2.640 5.244
O -0.091 -5.327 5.139
O -4.007 -1.767 3.150
H -1.547 -0.969 3.946
H -2.879 -6.094 4.672
H 0.696 -4.966 5.276
H -4.954 -2.204 3.194
C 1.588 2.742 -3.050
C 0.394 3.167 -3.798
C 0.534 4.251 -4.866
O -0.412 4.690 -5.506
C 1.912 4.669 -5.248
C 3.065 4.355 -4.216
C 2.907 3.382 -3.159
O 3.852 2.999 -2.402
O 4.323 4.953 -4.241
O -0.884 2.810 -3.564
H 1.541 2.100 -2.128
H 1.908 5.423 -5.900
H 4.510 5.648 -4.911
H -1.361 3.225 -4.305
C 6.287 -0.760 -1.603
C 5.037 0.042 -1.211
C 3.741 -0.511 -1.424
O 2.713 0.067 -0.947
C 3.645 -1.873 -1.896
C 4.953 -2.722 -2.225
C 6.181 -2.089 -2.209
O 7.228 -2.612 -2.646
O 4.897 -4.110 -2.398
O 5.098 1.327 -0.703
H 7.165 -0.390 -1.465
H 2.818 -2.551 -1.992
H 4.105 -4.508 -2.759
H 4.776 1.849 -1.379
C 4.446 -1.138 2.737
C 3.053 -1.537 3.062
C 2.566 -2.782 2.457
O 1.455 -3.157 2.740
C 3.508 -3.545 1.638
C 4.890 -3.051 1.316
C 5.326 -1.819 1.868
O 6.500 -1.444 1.598
O 5.757 -3.855 0.619
O 2.191 -0.849 3.957
H 4.979 -0.224 3.027
H 3.171 -4.485 1.179
H 5.358 -4.612 0.232
H 1.439 -1.510 4.185
C -1.990 3.925 3.842
C -2.004 2.454 3.659
O -1.031 1.694 4.017
C -3.154 1.800 2.921
H -1.042 4.476 4.270
H -2.801 4.054 4.560
H -2.309 4.474 3.082
H -4.007 2.172 3.446
H -2.898 0.760 2.685
H -3.208 2.134 1.911
C -0.229 -0.629 1.056
C -1.120 0.362 0.365
O -2.287 0.096 0.020
C -0.612 1.690 -0.029
H 0.800 -0.945 0.375
H -0.728 -1.716 1.123
H 0.219 -0.377 2.202
H 0.456 1.824 0.374
H -1.186 2.435 0.484
H -0.777 1.917 -1.055
C 2.126 5.035 4.014
C 2.408 4.219 2.700
O 2.070 4.610 1.600
C 3.155 2.869 2.773
H 1.717 4.329 4.909
H 1.424 5.753 3.956
H 3.002 5.507 4.513
H 3.028 2.273 1.713
H 2.582 2.545 3.397
H 4.116 3.015 3.074
C -5.776 4.039 -2.481
C -4.300 4.266 -2.317
O -3.805 5.289 -2.618
C -3.433 3.132 -1.624
H -6.052 3.315 -3.158
H -6.431 4.835 -3.121
H -6.235 3.690 -1.519
H -2.453 3.661 -1.449
H -3.617 2.300 -2.183
H -3.817 2.847 -0.690
C -2.568 -0.434 -5.035
C -1.852 -1.433 -4.127
O -2.024 -2.615 -4.268
C -0.815 -0.932 -3.139
H -3.428 -0.901 -5.722
H -1.690 0.065 -5.552
H -3.271 0.250 -4.308
H 0.023 -0.833 -3.653
H -1.086 -1.442 -2.084
H -1.010 0.063 -2.879
```

=====

Entry 2:
Formula: C45H51BrFN3O5S3SbSr
Source: OMol25
Level of theory: wB97M-V/def2-TZVPD

Properties
multiplicity: 2
electronic energy: -174847.3476 eV
highest occupied orbital energy (alpha / beta): -0.89 / -0.89 eV
total charge: -2
F_max: 3.19 eV/A
expectation value of S²: 0.76

The geometry in XYZ format:
```
111
C45H51BrFN3O5S3SbSr, DFT wB97M-V/def2-TZVPD
Sr 2.427 0.868 0.126
C -0.511 2.477 2.054
C -0.811 1.352 2.864
C 0.328 1.183 3.733
C 1.225 2.253 3.461
C 0.732 3.050 2.435
C 1.275 4.429 2.059
C 0.989 5.410 3.214
C 2.798 4.395 1.835
C 0.592 4.986 0.806
C 0.710 0.092 4.748
C 1.083 -1.238 4.055
C -0.370 -0.153 5.813
C 1.965 0.517 5.524
C -2.222 0.726 2.836
C -3.140 1.398 3.879
C -2.288 -0.799 3.063
C -2.883 0.990 1.472
H -1.164 2.890 1.285
H 2.148 2.452 3.994
H 1.473 5.066 4.134
H -0.090 5.462 3.399
H 1.359 6.424 2.979
H 3.327 3.966 2.690
H 3.184 5.408 1.658
H 3.075 3.790 0.964
H -0.477 5.158 0.990
H 0.686 4.307 -0.042
H 1.047 5.948 0.530
H 0.262 -1.632 3.454
H 1.370 -2.004 4.794
H 1.937 -1.065 3.389
H -1.285 -0.585 5.412
H -0.631 0.796 6.293
H 0.008 -0.839 6.586
H 2.824 0.655 4.863
H 2.217 -0.263 6.256
H 1.791 1.454 6.062
H -2.746 1.275 4.887
H -4.165 0.980 3.851
H -3.191 2.470 3.671
H -2.074 -1.087 4.092
H -1.571 -1.315 2.423
H -3.296 -1.173 2.822
H -3.072 2.056 1.320
H -3.849 0.466 1.422
H -2.248 0.645 0.648
C 4.019 -2.356 0.936
O 2.635 -1.971 0.868
C 1.698 -2.908 0.843
C 1.898 -4.255 1.019
C 0.811 -5.121 0.894
Br 1.094 -6.990 1.117
C -0.440 -4.664 0.583
C -0.643 -3.287 0.418
C 0.407 -2.400 0.582
O 0.322 -1.079 0.502
C -1.962 -2.760 0.045
N -2.164 -1.552 -0.382
C -3.529 -1.455 -0.632
C -4.283 -0.383 -1.095
C -5.647 -0.566 -1.234
C -6.257 -1.795 -0.918
C -5.515 -2.868 -0.462
C -4.144 -2.669 -0.332
N -3.112 -3.487 0.104
H 4.235 -3.091 0.158
H 4.250 -2.756 1.922
H 4.600 -1.455 0.765
H 2.882 -4.640 1.240
H -1.244 -5.370 0.429
H -0.571 -0.809 0.193
H -3.807 0.565 -1.323
H -6.261 0.257 -1.580
H -7.329 -1.901 -1.030
H -5.982 -3.814 -0.215
H -3.192 -4.434 0.426
S 6.980 3.311 1.455
Sb 5.969 1.268 1.185
S 5.113 0.952 -1.003
S 4.055 0.958 2.517
C 1.215 1.888 -7.216
C 0.306 0.736 -6.812
C 0.538 -0.463 -7.712
C -0.323 -1.643 -7.289
C -0.022 -1.998 -5.856
C -0.163 -3.278 -5.382
C 0.123 -3.564 -4.052
F -0.045 -4.833 -3.622
C 0.566 -2.611 -3.190
C 0.715 -1.304 -3.653
C 1.185 -0.267 -2.701
O 1.679 -0.619 -1.631
C 0.983 1.094 -3.148
C 0.707 1.303 -4.456
N 0.528 0.341 -5.398
C 0.416 -0.989 -4.977
C 1.015 2.347 -2.260
O 0.901 3.430 -2.836
O 1.112 2.117 -1.006
H 1.132 2.041 -8.295
H 2.257 1.651 -6.973
H 0.960 2.828 -6.726
H -0.737 1.048 -6.922
H 1.596 -0.742 -7.652
H 0.329 -0.166 -8.739
H -0.146 -2.508 -7.929
H -1.379 -1.376 -7.396
H -0.502 -4.072 -6.040
H 0.806 -2.841 -2.157
H 0.613 2.336 -4.765
```

=====

Entry 3:
Formula: C45H51CrN3O5P3S2
Source: OMol25
Level of theory: wB97M-V/def2-TZVPD

Properties
multiplicity: 4
electronic energy: -140147.3279 eV
highest occupied orbital energy (alpha / beta): -12.52 / -11.77 eV
total charge: +2
F_max: 2.08 eV/A
expectation value of S²: 3.98

The geometry in XYZ format:
```
110
C45H51CrN3O5P3S2, DFT wB97M-V/def2-TZVPD
Cr -0.857 1.649 1.640
O -3.108 0.594 3.587
S -2.604 0.300 2.224
C -4.060 0.215 1.198
C -5.280 0.252 1.856
C -6.451 0.324 1.121
C -6.395 0.379 -0.264
C -5.170 0.368 -0.911
C -3.982 0.290 -0.187
P -2.420 0.332 -1.106
C -2.653 1.736 -2.212
C -3.351 1.602 -3.409
C -3.544 2.711 -4.220
C -3.044 3.947 -3.840
C -2.348 4.079 -2.645
C -2.153 2.978 -1.831
C -2.402 -1.212 -2.038
C -1.957 -1.267 -3.357
C -2.056 -2.455 -4.065
C -2.581 -3.590 -3.464
C -2.998 -3.544 -2.139
C -2.923 -2.355 -1.434
C -2.032 -1.408 2.283
C -2.996 -2.402 2.228
C -2.650 -3.727 2.435
C -1.335 -4.034 2.733
C -0.382 -3.030 2.820
C -0.683 -1.690 2.556
P 0.526 -0.367 3.047
C 2.102 -1.270 3.327
C 2.825 -0.829 4.436
C 4.055 -1.388 4.754
C 4.581 -2.395 3.961
C 3.888 -2.820 2.836
C 2.658 -2.264 2.518
C 0.994 0.703 1.622
C 1.857 0.207 0.482
C 3.068 1.087 0.076
C 2.892 2.534 0.378
C 2.014 2.958 1.289
C 1.151 2.070 2.052
H -5.288 0.225 2.938
H -7.405 0.335 1.630
H -7.308 0.443 -0.841
H -5.138 0.432 -1.990
H -3.734 0.639 -3.723
H -4.075 2.607 -5.156
H -3.190 4.808 -4.478
H -1.948 5.041 -2.354
H -1.584 3.063 -0.915
H -1.541 -0.386 -3.827
H -1.740 -2.488 -5.100
H -2.682 -4.508 -4.027
H -3.406 -4.425 -1.661
H -3.290 -2.309 -0.419
H -4.032 -2.134 2.061
H -3.407 -4.499 2.399
H -1.049 -5.057 2.941
H 0.612 -3.296 3.142
H 2.407 -0.048 5.060
H 4.588 -1.051 5.633
H 5.523 -2.859 4.223
H 4.303 -3.596 2.205
H 2.121 -2.642 1.658
H 2.210 -0.784 0.767
H 4.016 0.725 0.481
H 3.605 3.230 -0.034
H 2.028 4.005 1.572
H 1.246 2.243 3.122
N -1.123 2.458 3.781
N -1.188 3.855 3.880
C -1.609 4.580 2.830
N -1.723 5.896 2.995
S -1.975 3.878 1.339
H -2.010 2.012 4.053
H -0.413 2.114 4.419
H -1.200 4.266 4.802
H -1.563 6.358 3.876
H -2.010 6.449 2.205
C 3.724 -2.405 -0.617
C 2.408 -2.725 -1.317
C 2.702 -3.523 -2.579
C 1.413 -3.451 -0.422
O 1.742 -1.503 -1.805
P 1.459 -0.050 -1.350
O 0.758 0.666 -2.406
O -1.252 0.418 -0.100
O 3.107 0.715 -1.352
C 3.794 1.484 -2.457
C 5.199 1.827 -1.989
C 3.016 2.727 -2.874
C 3.864 0.480 -3.601
H 4.258 -3.338 -0.443
H 3.593 -1.917 0.347
H 4.342 -1.775 -1.256
H 3.053 -4.518 -2.307
H 3.467 -3.028 -3.179
H 1.802 -3.623 -3.179
H 1.914 -4.238 0.143
H 0.627 -3.906 -1.024
H 0.939 -2.755 0.274
H 5.207 2.471 -1.113
H 5.699 2.363 -2.795
H 5.772 0.926 -1.768
H 3.115 3.533 -2.150
H 1.963 2.503 -3.015
H 3.419 3.074 -3.825
H 4.388 -0.424 -3.288
H 4.417 0.923 -4.428
H 2.866 0.215 -3.950
```

=====

Which value of electronic energy does entry 1 give? -98637.3544 eV